(1)
Molecular formula: C12H18AsNO9SSiTi
Method: DFT, the ωB97M-V functional and the def2-TZVPD basis

Results
Total energy   -135330.177 eV
Gap between HOMO and LUMO (alpha / beta)   7.808 / 9.780 eV
E_HOMO (alpha / beta)   -5.00 / -6.97 eV
Maximum force   0.18 eV Å⁻¹
Energy above the lowest of the compared OMol25 structures with the same formula, charge and spin   0.0 kJ/mol

```
! RIJCOSX wB97M-V def2-TZVPD def2/J DEFGRID3
* xyz -1 2
Ti -0.61 0.92 -0.25
O -3.31 -1.87 1.42
As -2.13 -0.81 2.15
O -2.58 -0.36 3.65
O -1.94 0.52 1.11
C -0.43 -1.74 2.19
C 0.18 -1.73 3.44
C 1.44 -2.28 3.62
C 2.10 -2.84 2.55
C 1.51 -2.86 1.29
C 0.25 -2.32 1.12
S -0.48 -2.43 -0.51
O -1.67 -3.26 -0.34
O 0.53 -2.94 -1.40
O -0.89 -1.04 -0.84
H -2.88 -2.41 0.72
H -0.36 -1.26 4.26
H 1.90 -2.25 4.60
H 3.09 -3.26 2.68
H 2.01 -3.29 0.44
O 1.34 1.09 2.50
C 1.87 0.81 1.44
O 1.28 0.61 0.31
H 2.97 0.69 1.38
C 1.87 1.44 -3.34
Si 0.00 1.33 -3.44
C -0.49 -0.35 -4.10
C -0.62 2.64 -4.63
O -0.66 1.59 -1.97
H 2.34 1.23 -4.30
H 2.24 0.71 -2.61
H 2.18 2.43 -3.01
H -0.15 -0.47 -5.14
H -1.57 -0.47 -4.08
H -0.05 -1.16 -3.50
H -0.19 2.51 -5.62
H -0.36 3.64 -4.27
H -1.71 2.59 -4.71
C -1.09 2.73 3.35
C -0.80 2.90 1.94
N -0.59 2.99 0.81
H -1.70 3.56 3.71
H -0.16 2.65 3.90
H -1.65 1.80 3.47
*
```

Charges obtained by Löwdin population analysis, quoted in units of e: atom 1 (Ti): 1.02, atom 2 (O): -0.23, atom 3 (As): 0.91, atom 4 (O): -0.46, atom 5 (O): -0.52, atom 6 (C): -0.23, atom 7 (C): -0.09, atom 8 (C): -0.08, atom 9 (C): -0.07, atom 10 (C): -0.06, atom 11 (C): -0.26, atom 12 (S): 0.51, atom 13 (O): -0.31, atom 14 (O): -0.30, atom 15 (O): -0.41, atom 16 (H): 0.00, atom 17 (H): 0.10, atom 18 (H): 0.10, atom 19 (H): 0.10, atom 20 (H): 0.11, atom 21 (O): -0.01, atom 22 (C): -0.50, atom 23 (O): -0.18, atom 24 (H): 0.13, atom 25 (C): -0.16, atom 26 (Si): 0.30, atom 27 (C): -0.16, atom 28 (C): -0.18, atom 29 (O): -0.42, atom 30 (H): 0.03, atom 31 (H): 0.03, atom 32 (H): 0.03, atom 33 (H): 0.03, atom 34 (H): 0.04, atom 35 (H): 0.02, atom 36 (H): 0.02, atom 37 (H): 0.02, atom 38 (H): 0.02, atom 39 (C): -0.03, atom 40 (C): -0.23, atom 41 (N): 0.14, atom 42 (H): 0.09, atom 43 (H): 0.08, atom 44 (H): 0.06

(2)
Molecular formula: C12H18AuO2Se2
Method: DFT, the ωB97M-V functional and the def2-TZVPD basis

Results
Total energy   -151208.274 eV
Gap between HOMO and LUMO (alpha / beta)   8.475 / 5.774 eV
E_HOMO (alpha / beta)   -11.44 / -11.61 eV
Maximum force   0.52 eV Å⁻¹
Energy above the lowest of the compared OMol25 structures with the same formula, charge and spin   8.8 kJ/mol

```
! RIJCOSX wB97M-V def2-TZVPD def2/J DEFGRID3
* xyz 1 3
Au 0.10 -0.31 0.03
C 2.41 1.47 -1.11
C 1.78 1.34 0.26
C 0.73 2.19 0.65
C 0.30 2.24 1.97
C 0.91 1.44 2.93
C 1.91 0.55 2.57
C 2.33 0.49 1.24
H 3.21 2.21 -1.07
H 1.69 1.79 -1.85
H 2.86 0.53 -1.43
H 0.29 2.86 -0.08
H -0.49 2.92 2.25
H 0.59 1.50 3.97
H 2.37 -0.08 3.31
H 3.15 -0.17 0.98
O -1.71 -3.40 2.51
C -2.68 -2.56 1.91
C -2.81 -2.80 0.39
C -3.87 -3.89 0.17
O -3.50 -5.01 0.96
C -3.26 -1.55 -0.37
Se -2.28 0.11 -0.04
C -1.50 -3.37 -0.20
Se 0.11 -2.70 0.62
H -2.04 -4.31 2.43
H -2.35 -1.54 2.11
H -3.66 -2.70 2.39
H -3.92 -4.17 -0.89
H -4.85 -3.51 0.47
H -4.15 -5.71 0.88
H -4.27 -1.29 -0.06
H -3.28 -1.76 -1.43
H -1.43 -3.13 -1.26
H -1.46 -4.44 -0.06
*
```

Charges obtained by Löwdin population analysis, quoted in units of e: atom 1 (Au): 0.46, atom 2 (C): -0.05, atom 3 (C): -0.41, atom 4 (C): -0.11, atom 5 (C): -0.07, atom 6 (C): -0.06, atom 7 (C): -0.07, atom 8 (C): -0.10, atom 9 (H): 0.10, atom 10 (H): 0.08, atom 11 (H): 0.08, atom 12 (H): 0.12, atom 13 (H): 0.12, atom 14 (H): 0.12, atom 15 (H): 0.12, atom 16 (H): 0.12, atom 17 (O): -0.12, atom 18 (C): -0.23, atom 19 (C): -0.57, atom 20 (C): -0.20, atom 21 (O): -0.05, atom 22 (C): -0.52, atom 23 (Se): 0.69, atom 24 (C): -0.46, atom 25 (Se): 0.98, atom 26 (H): 0.10, atom 27 (H): 0.08, atom 28 (H): 0.14, atom 29 (H): 0.14, atom 30 (H): 0.14, atom 31 (H): 0.12, atom 32 (H): 0.08, atom 33 (H): 0.07, atom 34 (H): 0.09, atom 35 (H): 0.08

(3)
Molecular formula: C12H18B2F8K2O9
Method: DFT, the ωB97M-V functional and the def2-TZVPD basis

Results
Total energy   -86921.041 eV
Gap between HOMO and LUMO   9.316 eV
E_HOMO   -10.56 eV
Maximum force   5.86 eV Å⁻¹
Energy above the lowest of the compared OMol25 structures with the same formula, charge and spin   222.5 kJ/mol

```
! RIJCOSX wB97M-V def2-TZVPD def2/J DEFGRID3
* xyz 0 1
K -1.05 -3.57 -1.22
K 2.50 -1.65 1.19
B 2.29 -3.32 -2.16
F 1.40 -3.77 -3.09
F 1.62 -2.72 -1.19
F 2.79 -4.51 -1.57
F 3.34 -2.60 -2.54
B -0.82 -1.29 0.63
F -0.18 -2.54 0.83
F -0.60 -0.72 1.83
F -0.16 -0.61 -0.38
F -2.15 -1.36 0.26
C -3.56 -0.88 2.70
C -2.94 -2.17 3.06
C -1.78 -2.09 3.99
O -2.11 -2.93 5.00
C -3.38 -3.37 4.92
O -4.05 -4.01 5.76
O -3.86 -2.91 3.77
H -2.88 -0.17 2.24
H -3.79 -0.32 3.61
H -4.51 -1.08 2.19
H -2.72 -2.83 2.21
H -1.52 -1.08 4.31
H -0.90 -2.45 3.45
C 0.47 -0.09 -5.13
C 0.90 1.15 -4.37
C 1.67 0.83 -3.08
O 2.53 1.95 -3.00
C 2.77 2.42 -4.27
O 3.72 3.21 -4.57
O 1.89 1.89 -5.11
H 1.29 -0.76 -5.39
H 0.01 0.16 -6.08
H -0.08 -0.73 -4.44
H -0.03 1.70 -4.23
H 2.26 -0.08 -3.16
H 1.06 0.95 -2.19
C 0.34 2.48 2.63
C 1.02 2.68 1.24
C 0.14 3.45 0.16
O 1.07 4.31 -0.44
C 2.07 4.53 0.43
O 2.85 5.45 0.27
O 2.05 3.63 1.43
H -0.38 1.69 2.42
H -0.04 3.44 2.98
H 1.13 2.19 3.33
H 1.42 1.81 0.73
H -0.76 3.96 0.50
H -0.34 2.71 -0.48
*
```

Charges obtained by Löwdin population analysis, quoted in units of e: atom 1 (K): 1.04, atom 2 (K): 0.98, atom 3 (B): -1.51, atom 4 (F): 0.13, atom 5 (F): 0.09, atom 6 (F): 0.07, atom 7 (F): 0.22, atom 8 (B): -1.47, atom 9 (F): -0.02, atom 10 (F): 0.16, atom 11 (F): 0.13, atom 12 (F): 0.14, atom 13 (C): -0.01, atom 14 (C): -0.37, atom 15 (C): -0.14, atom 16 (O): 0.10, atom 17 (C): -0.49, atom 18 (O): 0.11, atom 19 (O): 0.10, atom 20 (H): 0.08, atom 21 (H): 0.10, atom 22 (H): 0.10, atom 23 (H): 0.15, atom 24 (H): 0.14, atom 25 (H): 0.12, atom 26 (C): -0.02, atom 27 (C): -0.30, atom 28 (C): -0.09, atom 29 (O): 0.04, atom 30 (C): -0.47, atom 31 (O): 0.09, atom 32 (O): 0.10, atom 33 (H): 0.09, atom 34 (H): 0.09, atom 35 (H): 0.08, atom 36 (H): 0.15, atom 37 (H): 0.14, atom 38 (H): 0.12, atom 39 (C): 0.01, atom 40 (C): -0.28, atom 41 (C): -0.10, atom 42 (O): 0.07, atom 43 (C): -0.53, atom 44 (O): 0.15, atom 45 (O): 0.07, atom 46 (H): 0.07, atom 47 (H): 0.09, atom 48 (H): 0.08, atom 49 (H): 0.14, atom 50 (H): 0.13, atom 51 (H): 0.12

(4)
Molecular formula: C12H18ClIN2OPSY
Method: DFT, the ωB97M-V functional and the def2-TZVPD basis

Results
Total energy   -59542.474 eV
Gap between HOMO and LUMO   8.005 eV
E_HOMO   -15.15 eV
Maximum force   3.63 eV Å⁻¹
Energy above the lowest of the compared OMol25 structures with the same formula, charge and spin   9.1 kJ/mol

```
! RIJCOSX wB97M-V def2-TZVPD def2/J DEFGRID3
* xyz 2 1
C 3.49 -1.33 -0.34
I 3.26 1.37 -0.31
H 3.10 -1.74 -1.31
H 3.56 -2.18 0.35
H 4.50 -0.97 -0.50
Y -1.34 -0.41 0.56
P -1.19 0.40 -2.29
C 0.46 0.83 -2.94
C -1.59 -1.03 -3.38
H -3.22 1.68 -2.60
H -2.27 1.70 -4.12
H -1.77 2.73 -2.73
C -2.20 1.75 -3.02
H -2.54 -1.47 -3.04
H -1.68 -0.72 -4.43
H 0.37 1.14 -3.99
H 1.13 -0.04 -2.88
H -0.81 -1.79 -3.28
H 0.91 1.64 -2.36
C 2.36 -0.45 0.15
O 1.25 -0.65 0.64
Cl -0.79 -2.66 -0.28
N -2.34 -1.50 2.45
C -1.36 -0.77 3.26
N -0.78 0.26 2.67
C 0.21 0.85 3.50
C 1.15 1.82 3.12
C 2.20 2.10 4.02
C 2.32 1.39 5.23
C 1.36 0.43 5.59
C 0.32 0.16 4.72
S -0.85 -1.17 4.86
H -3.28 -1.15 2.71
H -2.35 -2.50 2.68
H 1.05 2.31 2.14
H 2.92 2.87 3.76
H 3.17 1.58 5.89
H 1.40 -0.13 6.52
*
```

Charges obtained by Löwdin population analysis, quoted in units of e: atom 1 (C): -0.18, atom 2 (I): 1.07, atom 3 (H): 0.12, atom 4 (H): 0.10, atom 5 (H): 0.04, atom 6 (Y): 1.26, atom 7 (P): 0.71, atom 8 (C): -0.29, atom 9 (C): -0.29, atom 10 (H): 0.04, atom 11 (H): 0.07, atom 12 (H): 0.05, atom 13 (C): -0.28, atom 14 (H): 0.04, atom 15 (H): 0.07, atom 16 (H): 0.07, atom 17 (H): 0.04, atom 18 (H): 0.04, atom 19 (H): -0.01, atom 20 (C): -0.83, atom 21 (O): -0.19, atom 22 (Cl): 0.00, atom 23 (N): -0.02, atom 24 (C): -0.68, atom 25 (N): -0.07, atom 26 (C): -0.28, atom 27 (C): -0.02, atom 28 (C): -0.04, atom 29 (C): -0.02, atom 30 (C): -0.05, atom 31 (C): -0.42, atom 32 (S): 1.20, atom 33 (H): 0.13, atom 34 (H): 0.12, atom 35 (H): 0.10, atom 36 (H): 0.12, atom 37 (H): 0.13, atom 38 (H): 0.12

(5)
Molecular formula: C12H18DyF4O6S2
Method: DFT, the ωB97M-V functional and the def2-TZVPD basis

Results
Total energy   -81613.471 eV
Gap between HOMO and LUMO (alpha / beta)   5.327 / 3.460 eV
E_HOMO (alpha / beta)   -16.83 / -16.81 eV
Maximum force   1.46 eV Å⁻¹

```
! RIJCOSX wB97M-V def2-TZVPD def2/J DEFGRID3
* xyz 3 6
C 0.48 3.37 3.43
C 0.21 2.72 2.07
S 0.56 0.93 2.18
C -0.92 0.09 1.61
C -0.91 -0.41 0.15
C -0.66 0.73 -0.84
C 0.81 1.11 -1.12
C 0.98 1.83 -2.51
C 1.16 0.87 -3.64
O 2.32 0.43 -3.83
O 0.21 0.45 -4.44
O -2.36 -0.73 -0.08
S -2.68 -2.22 0.19
O -3.42 -2.89 -0.81
O -3.41 -2.22 1.49
O -1.26 -2.74 0.30
C -0.16 -1.76 -0.06
C 0.94 -2.18 0.89
C 2.34 -1.58 0.73
F 3.22 -2.62 0.92
C 0.09 -2.16 -1.55
F 0.03 -3.50 -1.67
F 1.29 -1.76 -1.98
F -0.87 -1.63 -2.34
H 1.24 2.79 3.94
H 0.88 4.36 3.27
H -0.41 3.37 4.04
H 0.92 3.12 1.36
H -0.80 2.91 1.72
H -1.76 0.76 1.67
H -1.16 -0.76 2.24
H -1.19 0.55 -1.76
H -1.13 1.61 -0.41
H 1.18 1.82 -0.41
H 1.48 0.26 -1.14
H 1.81 2.53 -2.49
H 0.07 2.39 -2.75
H -0.64 0.87 -4.26
H 1.06 -3.25 0.78
H 0.60 -2.02 1.91
H 2.57 -0.84 1.47
H 2.55 -1.17 -0.25
Dy -5.23 -3.43 1.98
*
```

Charges obtained by Löwdin population analysis, quoted in units of e: atom 1 (C): -0.13, atom 2 (C): -0.48, atom 3 (S): 0.98, atom 4 (C): -0.39, atom 5 (C): -0.33, atom 6 (C): -0.08, atom 7 (C): -0.11, atom 8 (C): 0.00, atom 9 (C): -0.34, atom 10 (O): 0.44, atom 11 (O): 0.27, atom 12 (O): -0.12, atom 13 (S): 0.58, atom 14 (O): -0.17, atom 15 (O): -0.56, atom 16 (O): -0.11, atom 17 (C): -0.17, atom 18 (C): -0.04, atom 19 (C): -0.18, atom 20 (F): 0.00, atom 21 (C): -0.52, atom 22 (F): 0.21, atom 23 (F): 0.18, atom 24 (F): 0.17, atom 25 (H): 0.06, atom 26 (H): 0.09, atom 27 (H): 0.08, atom 28 (H): 0.06, atom 29 (H): 0.08, atom 30 (H): 0.11, atom 31 (H): 0.09, atom 32 (H): 0.12, atom 33 (H): 0.14, atom 34 (H): 0.09, atom 35 (H): 0.09, atom 36 (H): 0.16, atom 37 (H): 0.16, atom 38 (H): 0.18, atom 39 (H): 0.15, atom 40 (H): 0.13, atom 41 (H): 0.09, atom 42 (H): 0.11, atom 43 (Dy): 1.96

(6)
Molecular formula: C12H18F8K2NO16PS2
Method: DFT, the ωB97M-V functional and the def2-TZVPD basis

Results
Total energy   -132305.116 eV
Gap between HOMO and LUMO   7.412 eV
E_HOMO   -9.08 eV
Maximum force   17.29 eV Å⁻¹

```
! RIJCOSX wB97M-V def2-TZVPD def2/J DEFGRID3
* xyz 0 1
K 11.72 10.78 4.94
K 14.61 10.52 3.84
N 13.49 10.59 5.35
S 14.19 11.70 6.19
O 15.68 11.77 6.10
O 13.52 12.22 7.34
F 13.71 12.82 5.15
S 13.76 9.36 6.62
O 12.54 8.86 7.23
O 14.95 9.37 7.42
F 14.06 8.11 5.60
P 10.74 12.06 7.04
F 11.13 12.62 5.59
F 10.01 10.67 6.46
F 12.08 11.20 7.23
F 10.22 11.59 8.52
F 11.45 13.35 7.83
F 9.42 13.00 7.01
C 17.11 9.56 6.80
C 16.71 10.60 7.87
O 17.97 10.75 8.56
C 19.02 10.25 7.98
O 20.19 10.36 8.36
O 18.57 9.66 6.82
H 16.95 10.01 5.82
H 16.72 8.55 6.91
H 15.95 10.26 8.57
H 16.46 11.52 7.35
C 11.19 6.64 4.40
C 12.45 7.43 4.66
O 12.18 8.05 5.90
C 11.10 7.53 6.49
O 10.65 7.92 7.56
O 10.56 6.59 5.68
H 11.56 5.61 4.30
H 10.59 7.07 3.60
H 12.50 8.15 3.84
H 13.43 6.94 4.65
C 16.71 13.80 6.47
C 15.39 14.32 5.90
O 15.81 14.86 4.66
C 17.07 14.57 4.37
O 17.74 15.15 3.44
O 17.58 13.83 5.37
H 16.58 12.82 6.93
H 17.09 14.46 7.24
H 14.98 15.04 6.60
H 14.68 13.51 5.76
C 17.97 11.30 5.81
O 18.45 11.89 4.58
C 17.50 12.09 3.59
O 16.36 11.54 3.53
O 18.04 12.86 2.65
C 17.10 13.47 1.76
H 18.74 10.67 6.24
H 16.98 10.85 5.80
H 17.90 12.14 6.50
H 17.63 14.24 1.20
H 16.24 13.99 2.18
H 16.82 12.72 1.02
*
```

Charges obtained by Löwdin population analysis, quoted in units of e: atom 1 (K): 1.11, atom 2 (K): 1.07, atom 3 (N): -0.89, atom 4 (S): 0.61, atom 5 (O): -0.43, atom 6 (O): -0.15, atom 7 (F): -0.16, atom 8 (S): 0.86, atom 9 (O): -0.20, atom 10 (O): -0.28, atom 11 (F): -0.22, atom 12 (P): 0.25, atom 13 (F): -0.27, atom 14 (F): -0.22, atom 15 (F): -0.32, atom 16 (F): -0.15, atom 17 (F): -0.16, atom 18 (F): -0.14, atom 19 (C): -0.09, atom 20 (C): -0.08, atom 21 (O): 0.11, atom 22 (C): -0.51, atom 23 (O): 0.15, atom 24 (O): 0.03, atom 25 (H): 0.07, atom 26 (H): 0.15, atom 27 (H): 0.15, atom 28 (H): 0.06, atom 29 (C): -0.07, atom 30 (C): -0.15, atom 31 (O): -0.22, atom 32 (C): -0.47, atom 33 (O): 0.18, atom 34 (O): 0.10, atom 35 (H): 0.14, atom 36 (H): 0.14, atom 37 (H): 0.12, atom 38 (H): 0.15, atom 39 (C): -0.12, atom 40 (C): -0.07, atom 41 (O): 0.12, atom 42 (C): -0.48, atom 43 (O): 0.08, atom 44 (O): 0.06, atom 45 (H): 0.08, atom 46 (H): 0.16, atom 47 (H): 0.16, atom 48 (H): 0.00, atom 49 (C): -0.09, atom 50 (O): 0.07, atom 51 (C): -0.46, atom 52 (O): -0.17, atom 53 (O): 0.03, atom 54 (C): -0.05, atom 55 (H): 0.00, atom 56 (H): 0.01, atom 57 (H): 0.11, atom 58 (H): 0.11, atom 59 (H): 0.10, atom 60 (H): 0.10